Entry 1:
Entry from the OMol25 dataset: C50H70N7O5PSSi2Ti as an isolated structure at a distorted geometry (wB97M-V/def2-TZVPD).

The calculation puts the LUMO energy (alpha / beta) at -2.793 / -2.880 eV. The charge is +1. The multiplicity is 2. The value obtained for the gap between HOMO and LUMO (alpha / beta) is 0.2419 / 0.2376 Ha. The energy relative to the best compared isomer or geometry (same formula, charge and spin) is 0.753 eV. Its HOMO energy (alpha / beta) is -9.38 / -9.35 eV. The electronic energy is -4875.03653 hartree.

Last column: Mulliken charge in e.
Geometry (Å):
Ti: 0.443 -1.191 0.209  1.439
C: -2.084 1.491 3.174  -1.356
C: -2.907 1.696 1.890  2.247
C: -3.167 3.186 1.707  -1.387
C: -4.239 0.958 1.969  -1.837
O: -2.095 1.157 0.808  1.001
Si: -2.367 1.112 -0.828  -1.705
S: -0.652 0.223 -1.673  -0.533
O: -3.709 0.182 -1.043  0.561
C: -4.708 0.178 -2.090  1.951
C: -4.068 0.348 -3.467  -1.373
C: -5.737 1.272 -1.821  -1.566
C: -5.382 -1.181 -2.011  -1.523
O: -2.774 2.585 -1.427  1.047
C: -2.229 3.746 -2.076  1.661
C: -1.267 4.467 -1.132  -1.093
C: -1.550 3.375 -3.391  -1.463
C: -3.421 4.644 -2.375  -2.050
H: -2.013 2.418 3.746  0.372
H: -1.073 1.179 2.911  -0.427
H: -2.527 0.737 3.827  0.389
H: -3.754 3.549 2.554  0.572
H: -3.723 3.381 0.791  0.155
H: -2.225 3.736 1.674  0.091
H: -4.738 1.202 2.909  0.490
H: -4.091 -0.123 1.916  0.263
H: -4.891 1.248 1.144  0.258
H: -3.710 1.367 -3.609  -0.007
H: -4.797 0.126 -4.248  0.549
H: -3.219 -0.334 -3.571  0.191
H: -5.257 2.248 -1.783  0.066
H: -6.237 1.087 -0.868  0.333
H: -6.494 1.279 -2.610  0.486
H: -4.646 -1.973 -2.175  0.092
H: -6.156 -1.255 -2.777  0.552
H: -5.845 -1.318 -1.031  0.347
H: -0.587 3.758 -0.651  -0.061
H: -1.815 4.978 -0.341  0.296
H: -0.677 5.210 -1.673  0.589
H: -0.808 2.588 -3.253  0.152
H: -1.072 4.262 -3.814  0.539
H: -2.285 3.013 -4.113  0.432
H: -3.934 4.920 -1.451  0.360
H: -4.129 4.130 -3.028  0.349
H: -3.087 5.557 -2.875  0.444
N: -2.013 -1.695 2.691  0.409
C: -2.331 -2.159 1.492  -0.659
N: -3.533 -2.710 1.335  -0.854
C: -3.816 -3.123 0.109  -0.133
N: -5.010 -3.674 -0.106  -0.175
N: -2.962 -3.083 -0.956  -0.549
C: -1.808 -2.578 -0.684  0.277
N: -1.418 -2.039 0.491  1.361
C: -0.703 -2.847 -1.647  -0.243
C: -0.919 -3.395 -2.892  -0.608
C: 0.141 -3.986 -3.554  -1.061
C: 1.363 -4.069 -2.905  -0.934
C: 1.502 -3.456 -1.679  -0.606
N: 0.511 -2.790 -1.080  1.244
H: -2.672 -1.837 3.437  0.340
H: -1.125 -1.257 2.868  -0.771
H: -5.668 -3.723 0.650  0.254
H: -5.267 -3.964 -1.032  0.307
H: -1.922 -3.377 -3.296  0.642
H: 0.005 -4.426 -4.535  0.485
H: 2.193 -4.615 -3.336  0.551
H: 2.422 -3.526 -1.119  0.351
O: 1.162 0.562 1.025  -0.120
P: 2.299 1.544 0.732  1.480
C: 2.859 1.906 -0.957  1.339
C: 4.187 1.726 -1.346  -0.549
C: 4.638 2.208 -2.568  -0.595
C: 3.761 2.866 -3.419  -1.098
C: 2.432 3.029 -3.050  -0.777
C: 1.985 2.560 -1.825  0.006
C: 3.765 1.130 1.696  0.144
C: 4.896 1.952 1.726  -0.513
C: 5.967 1.626 2.540  -0.895
C: 5.913 0.496 3.350  -0.900
C: 4.780 -0.303 3.351  -0.649
C: 3.710 0.015 2.524  0.132
C: 1.788 3.165 1.334  1.387
C: 0.849 3.208 2.362  -0.121
C: 0.481 4.422 2.922  -0.672
C: 1.061 5.598 2.470  -0.743
C: 2.006 5.562 1.450  -0.795
C: 2.370 4.351 0.879  -0.874
H: 4.884 1.221 -0.689  0.326
H: 5.676 2.078 -2.848  0.425
H: 4.113 3.255 -4.367  0.376
H: 1.742 3.534 -3.713  0.475
H: 0.956 2.707 -1.534  -0.199
H: 4.936 2.859 1.135  0.458
H: 6.844 2.262 2.553  0.450
H: 6.751 0.250 3.991  0.435
H: 4.722 -1.169 3.999  0.473
H: 2.822 -0.600 2.516  -0.395
H: 0.400 2.286 2.709  -0.244
H: -0.260 4.449 3.713  0.453
H: 0.779 6.547 2.910  0.431
H: 2.457 6.482 1.095  0.446
H: 3.089 4.341 0.068  0.324
C: 2.580 -0.516 -3.316  -1.495
N: 3.637 -1.138 -2.519  1.242
C: 4.845 -1.547 -3.235  -1.300
C: 3.495 -1.346 -1.217  -0.322
C: 4.617 -2.007 -0.468  -1.174
O: 2.480 -0.961 -0.598  -0.252
H: 2.969 0.386 -3.789  0.482
H: 1.740 -0.249 -2.687  0.094
H: 2.250 -1.211 -4.090  0.573
H: 4.868 -1.023 -4.187  0.396
H: 4.851 -2.622 -3.434  0.297
H: 5.743 -1.287 -2.681  0.417
H: 4.926 -2.941 -0.943  0.537
H: 4.283 -2.203 0.544  -0.503
H: 5.493 -1.352 -0.428  0.550
C: 1.104 -1.734 3.966  -1.879
Si: 1.206 -2.645 2.283  2.230
C: 2.897 -3.516 2.345  -1.914
C: 0.087 -4.193 2.509  1.066
C: -0.382 -4.626 3.753  -0.596
C: -1.161 -5.772 3.890  -0.683
C: -1.488 -6.533 2.775  -0.677
C: -1.015 -6.147 1.529  -0.674
C: -0.241 -4.996 1.407  -0.638
H: 2.006 -1.926 4.557  0.439
H: 0.255 -2.062 4.572  0.561
H: 1.019 -0.647 3.854  0.281
H: 2.880 -4.199 3.201  0.472
H: 3.750 -2.842 2.469  0.409
H: 3.070 -4.126 1.450  0.306
H: -0.135 -4.065 4.649  0.335
H: -1.507 -6.074 4.872  0.428
H: -2.095 -7.425 2.878  0.392
H: -1.243 -6.744 0.653  0.444
H: 0.124 -4.725 0.423  0.212

Entry 2:
Entry from the OMol25 dataset: C50H79AsN3O3P3S3SbSi2Ti as an isolated structure at a distorted geometry (wB97M-V/def2-TZVPD).

The calculation puts the LUMO energy at 1.387 eV. The charge is -1. The multiplicity is 1. The value obtained for the gap between HOMO and LUMO is 0.1994 Ha. The energy relative to the best compared isomer or geometry (same formula, charge and spin) is 1.962 eV. Its HOMO energy is -4.04 eV. The electronic energy is -8465.97819 hartree.

Last column: Mulliken charge in e.
Geometry (Å):
Ti: -0.321 -0.318 0.475  0.406
C: -1.777 2.701 -2.864  -0.902
N: -0.816 2.708 -1.751  0.364
P: -1.433 2.772 -0.100  1.492
C: -1.139 4.527 0.406  0.341
C: 0.096 4.802 0.989  0.122
C: 0.418 6.076 1.432  -1.165
C: -0.506 7.104 1.317  -0.860
C: -1.753 6.841 0.767  -0.659
C: -2.068 5.564 0.323  -0.977
C: -3.270 2.737 -0.201  0.960
C: -4.105 3.559 -0.962  -0.365
C: -5.483 3.431 -0.902  -1.060
C: -6.059 2.477 -0.072  -0.765
C: -5.249 1.657 0.694  -1.089
C: -3.870 1.783 0.622  -0.938
P: 0.558 1.644 -1.875  0.407
C: 0.974 1.662 -3.674  0.339
C: 0.882 2.785 -4.499  -0.096
C: 1.360 2.747 -5.797  -0.775
C: 1.963 1.593 -6.288  -0.766
C: 2.092 0.485 -5.467  -0.518
C: 1.597 0.522 -4.168  -0.625
C: 2.002 2.701 -1.480  0.740
C: 3.188 2.028 -1.195  -0.873
C: 4.358 2.735 -0.968  -0.306
C: 4.348 4.123 -1.016  -0.917
C: 3.170 4.797 -1.308  -0.745
C: 2.002 4.088 -1.550  -0.703
H: -2.112 3.716 -3.091  0.048
H: -2.641 2.072 -2.647  0.285
H: -1.316 2.308 -3.765  0.503
H: 0.820 4.008 1.103  0.594
H: 1.388 6.256 1.878  0.473
H: -0.265 8.099 1.671  0.361
H: -2.492 7.629 0.695  0.425
H: -3.060 5.379 -0.061  0.408
H: -3.688 4.320 -1.606  0.415
H: -6.108 4.076 -1.507  0.399
H: -7.136 2.370 -0.033  0.374
H: -5.679 0.893 1.328  0.537
H: -3.250 1.099 1.188  0.629
H: 0.444 3.698 -4.114  0.321
H: 1.276 3.625 -6.427  0.442
H: 2.339 1.567 -7.303  0.381
H: 2.577 -0.413 -5.831  0.513
H: 1.710 -0.343 -3.525  0.371
H: 3.181 0.945 -1.115  0.662
H: 5.271 2.203 -0.732  0.492
H: 5.257 4.679 -0.821  0.404
H: 3.158 5.880 -1.344  0.465
H: 1.080 4.609 -1.777  0.529
C: -5.106 -3.955 -3.419  -1.440
C: -3.997 -3.004 -3.022  0.193
O: -4.232 -2.522 -1.711  -0.382
P: -2.900 -2.451 -0.708  -0.108
S: -2.416 -0.406 -0.862  -0.552
S: -0.079 -2.317 1.028  -0.543
O: -3.705 -2.362 0.708  0.280
C: -3.909 -3.583 1.417  -0.284
C: -4.207 -3.236 2.858  -0.968
H: -4.941 -4.341 -4.427  0.397
H: -6.071 -3.447 -3.393  0.300
H: -5.144 -4.797 -2.727  0.313
H: -3.954 -2.150 -3.709  0.182
H: -3.024 -3.511 -3.073  0.135
H: -3.006 -4.202 1.348  0.285
H: -4.736 -4.137 0.959  0.245
H: -3.381 -2.657 3.273  -0.021
H: -4.349 -4.143 3.450  0.429
H: -5.112 -2.631 2.923  0.264
C: 6.479 -1.540 0.264  -1.047
C: 5.632 -2.675 0.831  -0.902
Sb: 3.512 -2.410 0.363  -0.512
C: 2.925 -4.501 0.503  -0.169
C: 3.977 -5.471 1.027  -1.413
C: 3.861 -2.343 -1.783  -0.103
C: 4.451 -3.598 -2.409  -1.334
H: 7.507 -1.573 0.635  0.400
H: 6.070 -0.561 0.533  0.133
H: 6.528 -1.581 -0.826  0.244
H: 5.697 -2.681 1.922  0.471
H: 5.997 -3.644 0.486  0.414
H: 2.577 -4.815 -0.483  0.111
H: 2.047 -4.488 1.151  0.425
H: 4.807 -5.584 0.327  0.284
H: 3.549 -6.464 1.190  0.405
H: 4.397 -5.139 1.978  0.322
H: 4.525 -1.486 -1.932  0.538
H: 2.912 -2.075 -2.251  -0.222
H: 5.378 -3.895 -1.912  0.282
H: 4.679 -3.458 -3.471  0.401
H: 3.762 -4.442 -2.339  0.245
N: -0.582 -4.385 -6.781  -0.258
C: -0.068 -4.846 -5.626  0.196
S: 0.463 -6.404 -5.511  -0.417
C: -0.037 -3.874 -4.492  1.176
C: 0.446 -4.264 -3.249  -0.859
C: 0.475 -3.342 -2.212  -0.763
N: 0.076 -2.083 -2.345  1.480
C: -0.422 -1.718 -3.520  -1.046
C: -0.494 -2.562 -4.615  -0.995
H: -0.531 -4.988 -7.584  0.205
H: -0.747 -3.406 -6.929  0.171
H: 0.788 -5.278 -3.098  0.495
H: 0.812 -3.617 -1.218  0.044
H: -0.806 -0.705 -3.577  0.344
H: -0.926 -2.164 -5.524  0.212
C: -3.910 1.156 4.760  -1.262
Si: -2.107 1.460 4.255  0.650
C: -1.191 1.784 5.887  -1.336
C: -2.111 3.223 3.554  -1.028
As: -1.539 -0.445 2.951  0.084
Si: -0.213 -1.466 4.607  0.853
C: 0.522 -3.130 4.116  -0.918
C: -1.430 -1.866 6.005  -1.184
C: 1.279 -0.636 5.434  -1.277
H: -4.237 1.845 5.546  0.356
H: -4.056 0.132 5.108  0.282
H: -4.564 1.297 3.894  0.225
H: -1.771 2.565 6.391  0.436
H: -0.185 2.173 5.720  0.293
H: -1.119 0.930 6.559  0.285
H: -2.734 3.807 4.240  0.585
H: -2.524 3.353 2.557  0.078
H: -1.113 3.667 3.563  0.321
H: -0.219 -3.820 3.711  0.282
H: 0.964 -3.567 5.019  0.452
H: 1.302 -3.006 3.364  -0.130
H: -2.281 -2.420 5.603  0.221
H: -1.825 -0.982 6.509  0.294
H: -0.938 -2.490 6.759  0.375
H: 2.153 -0.682 4.782  0.204
H: 1.496 -1.241 6.321  0.488
H: 1.146 0.394 5.758  0.360
C: 3.310 0.991 2.142  -0.945
C: 1.958 1.573 1.748  2.375
C: 1.214 2.088 2.970  -0.390
O: 1.206 0.624 1.056  1.878
H: 3.881 1.710 2.736  0.448
H: 3.891 0.727 1.257  -0.142
H: 3.162 0.081 2.727  -0.010
H: 2.154 2.428 1.085  -1.173
H: 1.116 1.303 3.716  -0.810
H: 0.211 2.402 2.685  -0.656
H: 1.742 2.938 3.414  0.652

Entry 3:
Entry from the OMol25 dataset: a 8-piece molecular cluster, C50H83Br2N5O15S overall at a distorted geometry (wB97M-V/def2-TZVPD).

The calculation puts the LUMO energy at -0.184 eV. The charge is 0. The multiplicity is 1. The value obtained for the gap between HOMO and LUMO is 0.2748 Ha. The energy relative to the best compared isomer or geometry (same formula, charge and spin) is 19.328 eV. As for the SMILES: [H]/N=C(\N)NCCCCc1c2c(cc(C)c1/C(Br)=C(/C)Br)Sc1c(ccc(CN)c1O)N2.CCOC(C)=O.CCOC(C)=O.CCOC(C)=O.CCOC(C)=O.CCOC(C)=O.CCOC(C)=O.CCOC(C)=O. Its HOMO energy is -7.66 eV. The electronic energy is -8902.77821 hartree.

Last column: Mulliken charge in e.
Geometry (Å):
C: 4.122 -2.776 3.763  -0.946
C: 2.769 -1.803 3.756  0.179
Br: 1.041 -2.624 3.155  -0.141
C: 2.924 -0.369 4.232  -0.165
Br: 4.677 0.407 4.865  -0.120
C: 1.496 0.503 4.222  0.400
C: 0.869 0.893 5.705  0.675
C: 1.569 0.519 7.139  -0.858
C: -0.564 1.705 5.719  -0.809
C: -1.270 2.085 4.285  0.256
C: -0.616 1.721 2.788  -0.702
C: 0.829 0.899 2.778  0.242
C: 1.442 0.530 1.292  -0.558
C: 2.401 1.813 0.860  0.592
C: 3.211 1.562 -0.568  -0.392
C: 2.279 2.067 -1.819  -0.326
N: 2.751 1.344 -3.061  -0.407
C: 2.140 -0.042 -2.980  0.259
N: 0.788 -0.281 -3.015  -0.704
N: 3.085 -1.233 -2.827  -0.482
N: -1.330 2.135 1.494  0.255
C: -2.772 1.680 1.476  -0.009
C: -3.395 0.830 0.190  -0.584
C: -4.966 0.326 0.255  -0.207
C: -5.983 0.634 1.547  0.453
C: -7.493 0.011 1.430  -0.300
N: -8.547 0.711 2.258  -0.627
C: -5.368 1.501 2.795  0.173
O: -6.225 1.801 3.955  -0.543
C: -3.799 2.005 2.756  0.158
S: -2.961 2.972 4.177  -0.238
H: 5.059 -2.147 3.441  0.283
H: 4.251 -3.113 4.893  0.271
H: 3.985 -3.750 3.110  0.279
H: 2.734 0.770 7.129  0.197
H: 1.085 1.079 8.061  0.318
H: 1.380 -0.639 7.337  0.240
H: -1.140 2.036 6.706  0.173
H: 0.548 0.429 0.508  0.149
H: 2.021 -0.499 1.256  0.254
H: 3.146 1.986 1.759  0.056
H: 1.679 2.733 0.695  -0.272
H: 3.626 0.468 -0.671  0.202
H: 4.167 2.271 -0.552  0.125
H: 1.158 1.877 -1.536  0.146
H: 2.495 3.211 -1.982  0.328
H: 2.437 1.863 -3.914  0.338
H: 0.643 -1.316 -2.916  0.281
H: 2.826 -1.798 -1.982  0.323
H: 2.847 -1.851 -3.649  0.283
H: -1.295 3.198 1.528  0.143
H: -2.733 0.565 -0.766  0.319
H: -5.389 -0.304 -0.666  -0.009
H: -7.873 -0.091 0.309  0.174
H: -7.423 -1.106 1.847  0.239
H: -8.556 0.251 3.194  0.297
H: -8.278 1.718 2.299  0.283
H: -6.222 2.793 4.099  0.311
O: 3.631 -3.542 -2.267  -0.651
C: 4.699 -4.125 -2.416  0.862
O: 5.570 -4.233 -1.385  -0.280
C: 6.753 -5.050 -1.396  -0.337
C: 7.917 -4.308 -2.023  -1.130
C: 5.102 -4.649 -3.762  -1.220
H: 6.565 -6.015 -1.878  0.308
H: 6.991 -5.267 -0.348  0.393
H: 7.720 -4.057 -3.070  0.272
H: 8.830 -4.909 -1.978  0.388
H: 8.093 -3.362 -1.501  0.301
H: 5.556 -3.841 -4.343  0.307
H: 4.206 -5.008 -4.279  0.325
H: 5.784 -5.498 -3.720  0.410
O: 0.901 4.715 0.457  -0.629
C: 0.030 5.555 0.261  0.856
O: -0.801 5.446 -0.801  -0.349
C: -1.965 6.262 -1.018  -0.670
C: -1.595 7.559 -1.711  -0.739
C: -0.072 6.767 1.138  -1.265
H: -2.512 6.429 -0.083  0.335
H: -2.632 5.686 -1.669  0.371
H: -0.917 8.165 -1.102  0.195
H: -2.488 8.152 -1.926  0.415
H: -1.075 7.353 -2.653  0.315
H: 0.628 7.529 0.785  0.285
H: 0.190 6.480 2.162  0.347
H: -1.076 7.189 1.194  0.395
O: 3.845 -8.341 -2.334  -0.614
C: 2.891 -7.928 -1.684  0.585
O: 1.763 -8.667 -1.576  -0.354
C: 0.669 -8.367 -0.692  -0.166
C: -0.291 -7.384 -1.334  -0.851
C: 2.920 -6.558 -1.073  -0.332
H: 1.029 -8.022 0.283  0.305
H: 0.145 -9.312 -0.512  0.206
H: 0.192 -6.425 -1.545  0.266
H: -1.151 -7.201 -0.684  0.252
H: -0.651 -7.773 -2.293  0.261
H: 2.623 -5.821 -1.824  0.039
H: 3.942 -6.346 -0.742  0.097
H: 2.291 -6.455 -0.189  0.251
O: -2.911 -9.491 -0.071  -0.548
C: -2.816 -9.158 1.105  0.837
O: -1.600 -9.005 1.678  -0.277
C: -1.375 -8.440 2.981  -0.345
C: -1.515 -9.497 4.060  -1.042
C: -4.042 -9.003 1.955  -1.147
H: -2.024 -7.576 3.158  0.351
H: -0.347 -8.062 2.984  0.308
H: -2.526 -9.915 4.089  0.271
H: -1.287 -9.079 5.045  0.372
H: -0.833 -10.332 3.867  0.311
H: -4.340 -9.982 2.341  0.271
H: -4.848 -8.598 1.335  0.314
H: -3.921 -8.304 2.783  0.350
O: 7.576 6.896 3.808  -0.592
C: 7.137 5.895 3.253  0.707
O: 6.814 4.797 3.974  -0.378
C: 6.122 3.649 3.453  -0.126
C: 7.092 2.679 2.808  -0.994
C: 7.037 5.834 1.758  -0.772
H: 5.316 3.946 2.773  0.318
H: 5.642 3.160 4.308  0.118
H: 7.607 3.128 1.953  0.318
H: 6.572 1.781 2.463  0.313
H: 7.868 2.382 3.522  0.309
H: 8.004 5.541 1.342  0.228
H: 6.769 6.828 1.386  0.299
H: 6.261 5.159 1.394  0.235
O: -0.299 8.391 -4.452  -0.624
C: -1.170 9.232 -4.648  0.776
O: -2.001 9.122 -5.711  -0.348
C: -3.165 9.938 -5.927  -0.353
C: -2.795 11.235 -6.620  -0.943
C: -1.272 10.444 -3.771  -0.876
H: -3.712 10.106 -4.993  0.312
H: -3.832 9.362 -6.578  0.317
H: -2.117 11.841 -6.011  0.270
H: -3.688 11.828 -6.835  0.355
H: -2.275 11.030 -7.562  0.296
H: -0.572 11.206 -4.124  0.311
H: -1.010 10.156 -2.748  0.181
H: -2.276 10.865 -3.716  0.328
O: -6.824 -0.150 -2.380  -0.548
C: -7.263 -1.151 -2.935  0.892
O: -7.586 -2.249 -2.214  -0.322
C: -8.278 -3.397 -2.735  -0.422
C: -7.308 -4.367 -3.380  -0.967
C: -7.363 -1.212 -4.430  -1.196
H: -9.084 -3.100 -3.415  0.358
H: -8.758 -3.886 -1.880  0.322
H: -6.793 -3.918 -4.235  0.269
H: -7.828 -5.265 -3.725  0.364
H: -6.532 -4.663 -2.666  0.300
H: -6.396 -1.505 -4.846  0.268
H: -7.631 -0.218 -4.802  0.321
H: -8.139 -1.887 -4.794  0.339